[1]
{"formula": "C16H13ClFNOS", "method": "wB97M-V/def2-TZVPD", "symbols": ["O", "C", "N", "C", "C", "C", "S", "C", "C", "C", "C", "C", "C", "C", "C", "F", "C", "C", "C", "C", "Cl", "H", "H", "H", "H", "H", "H", "H", "H", "H", "H", "H", "H", "H"], "coordinates": [[-2.17, -0.74, 2.66], [-1.62, -0.38, 1.65], [-0.34, 0.02, 1.62], [0.40, 0.54, 0.49], [0.59, 2.05, 0.65], [1.29, 2.63, -0.56], [3.02, 2.08, -0.63], [2.89, 0.40, -0.12], [4.07, -0.34, -0.20], [4.09, -1.68, 0.15], [2.93, -2.29, 0.59], [1.76, -1.55, 0.68], [1.72, -0.20, 0.35], [-2.34, -0.37, 0.32], [-2.32, -1.48, -0.51], [-1.55, -2.53, -0.18], [-3.05, -1.54, -1.68], [-3.84, -0.45, -2.03], [-3.88, 0.67, -1.22], [-3.14, 0.70, -0.06], [-3.19, 2.10, 0.96], [0.14, 0.02, 2.51], [-0.20, 0.36, -0.41], [1.19, 2.25, 1.55], [-0.38, 2.52, 0.77], [0.80, 2.34, -1.49], [1.33, 3.72, -0.51], [4.96, 0.15, -0.56], [5.01, -2.23, 0.08], [2.92, -3.33, 0.85], [0.85, -2.04, 1.01], [-3.00, -2.42, -2.30], [-4.42, -0.48, -2.94], [-4.49, 1.52, -1.49]], "lumo_energy_ev": 0.6, "homo_lumo_gap_ev": 8.79, "smiles": "O=C(N[C@H]1CCSc2ccccc21)c1c(F)cccc1Cl"}

***

[2]
{"formula": "C2H10NO4", "method": "wB97M-V/def2-TZVPD", "symbols": ["O", "C", "O", "C", "N", "H", "H", "H", "H", "H", "H", "H", "H", "O", "H", "H", "O"], "coordinates": [[0.24, -1.92, -0.23], [-0.90, -1.57, -0.62], [1.98, 0.23, -0.18], [-1.22, -0.46, -1.55], [-0.33, 0.63, -1.60], [1.24, -0.35, 0.10], [-1.77, -2.21, -0.47], [-1.95, -0.55, -2.32], [0.62, 0.32, -1.82], [-0.87, -0.64, 0.89], [-0.55, 1.19, -0.76], [0.05, 1.23, 1.55], [0.24, 0.41, 3.16], [-0.01, 0.25, 2.23], [2.67, -0.06, 0.43], [-0.01, 3.06, 0.97], [-0.35, 2.16, 0.93]], "lumo_energy_ev": -9.5, "de_lowest_ev": 12.281, "charge": 1, "homo_lumo_gap_ev": 4.83}

***

[3]
{"formula": "C13H41BF4N11O9", "method": "wB97M-V/def2-TZVPD", "symbols": ["B", "F", "F", "F", "F", "C", "O", "N", "N", "H", "H", "H", "H", "C", "O", "N", "N", "H", "H", "H", "H", "C", "O", "N", "N", "H", "H", "H", "H", "C", "O", "N", "N", "H", "H", "H", "H", "C", "O", "N", "N", "H", "H", "H", "H", "C", "O", "C", "C", "N", "C", "C", "O", "C", "H", "H", "H", "H", "H", "H", "H", "H", "H", "H", "H", "H", "H", "H", "H", "C", "C", "O", "O", "H", "H", "H", "H", "H", "H"], "coordinates": [[0.19, 0.62, -0.77], [0.62, 0.67, 0.59], [-0.24, 1.89, -1.16], [1.32, 0.16, -1.46], [-0.89, -0.26, -0.88], [-4.09, 1.19, -1.40], [-3.91, -0.01, -1.35], [-3.05, 2.05, -1.66], [-5.31, 1.79, -1.16], [-2.12, 1.67, -1.60], [-3.12, 3.03, -1.82], [-5.36, 2.79, -1.25], [-6.08, 1.27, -0.80], [-2.87, -3.27, 0.20], [-3.49, -3.00, -0.80], [-3.20, -4.33, 1.04], [-1.96, -2.40, 0.76], [-3.98, -4.92, 0.83], [-2.62, -4.47, 1.85], [-1.53, -2.60, 1.65], [-1.58, -1.65, 0.20], [-1.60, -2.49, -3.42], [-2.45, -1.70, -3.10], [-1.66, -3.25, -4.58], [-0.47, -2.75, -2.67], [-0.93, -3.92, -4.72], [-2.38, -3.14, -5.26], [-0.29, -2.04, -1.97], [0.39, -3.05, -3.10], [0.28, 2.03, -4.80], [0.20, 2.19, -6.01], [0.45, 0.82, -4.20], [0.32, 3.10, -3.96], [0.67, 0.76, -3.22], [0.35, -0.01, -4.74], [0.40, 4.03, -4.34], [0.47, 3.04, -2.97], [2.11, 4.63, 0.04], [3.09, 5.26, 0.39], [2.16, 3.27, -0.29], [0.89, 5.20, -0.17], [2.81, 2.86, 0.36], [1.27, 2.79, -0.34], [0.78, 6.20, -0.16], [0.07, 4.67, -0.40], [3.03, 2.06, 4.98], [3.44, 1.25, 3.92], [2.59, 0.15, 3.66], [3.21, -0.56, 2.46], [2.33, -1.63, 1.97], [3.00, -2.34, 0.88], [2.03, -3.27, 0.14], [2.71, -4.08, -0.77], [2.79, -5.45, -0.45], [3.10, 1.54, 5.95], [2.04, 2.51, 4.83], [3.71, 2.90, 5.07], [1.55, 0.42, 3.43], [2.63, -0.49, 4.55], [4.18, -0.97, 2.74], [3.28, 0.19, 1.67], [1.48, -1.20, 1.62], [3.79, -2.96, 1.30], [3.37, -1.62, 0.14], [1.27, -2.65, -0.34], [1.45, -3.83, 0.89], [3.11, -5.54, 0.59], [3.53, -5.91, -1.10], [1.83, -5.96, -0.58], [-2.03, 1.26, 2.65], [-1.65, 2.72, 2.56], [-1.03, 3.00, 1.29], [-3.00, 1.07, 3.66], [-1.14, 0.66, 2.90], [-2.39, 0.90, 1.68], [-0.98, 3.01, 3.37], [-2.52, 3.38, 2.59], [-0.63, 2.16, 1.01], [-3.77, 0.56, 3.38]], "lumo_energy_ev": 2.5, "de_lowest_ev": 0.000, "charge": -1, "homo_lumo_gap_ev": 9.18}

***

[4]
{"formula": "C5H7FO2", "method": "wB97M-V/def2-TZVPD", "symbols": ["C", "C", "C", "C", "C", "O", "O", "F", "H", "H", "H", "H", "H", "H", "H"], "coordinates": [[-0.39, -1.56, 0.00], [-1.26, -0.57, -0.13], [1.01, -1.04, -0.13], [1.00, 0.38, 0.54], [-0.18, 1.17, -0.04], [-0.67, 2.05, 0.86], [-0.23, 1.59, -1.33], [-2.60, -0.65, -0.08], [-0.52, -2.68, 0.10], [1.64, -1.61, 0.38], [1.40, -1.09, -1.11], [0.90, 0.40, 1.67], [2.07, 0.74, 0.31], [-1.62, 2.02, 0.87], [-0.53, 0.84, -1.91]], "lumo_energy_ev": 0.6, "de_lowest_ev": 2.220, "homo_lumo_gap_ev": 9.96}

***

[5]
{"formula": "C20H29BBr2O14", "method": "wB97M-V/def2-TZVPD", "symbols": ["C", "C", "B", "O", "C", "C", "C", "O", "C", "Br", "C", "C", "Br", "H", "H", "H", "H", "H", "H", "H", "H", "H", "H", "H", "H", "H", "O", "C", "O", "C", "C", "O", "H", "H", "H", "H", "O", "C", "O", "C", "C", "O", "H", "H", "H", "H", "O", "C", "O", "C", "C", "O", "H", "H", "H", "H", "O", "C", "O", "C", "C", "O", "H", "H", "H", "H"], "coordinates": [[0.56, -1.16, -1.74], [-0.15, -0.20, -1.63], [-1.21, 0.91, -1.84], [-2.41, 0.67, -1.27], [-3.39, 1.71, -1.28], [-4.42, 1.50, -2.40], [-4.54, 0.05, -2.81], [-4.18, 2.33, -3.52], [-0.79, 2.20, -2.66], [0.27, 3.27, -1.39], [-0.09, 1.98, -3.99], [1.36, 1.53, -3.97], [-1.19, 0.71, -5.00], [1.13, -2.02, -1.88], [-3.93, 1.63, -0.35], [-2.96, 2.70, -1.30], [-5.38, 1.77, -2.00], [-4.50, -0.60, -1.95], [-5.49, -0.13, -3.27], [-3.73, -0.19, -3.49], [-3.56, 1.87, -4.08], [-1.63, 2.84, -2.87], [-0.14, 2.90, -4.53], [1.86, 1.92, -4.83], [1.91, 1.85, -3.10], [1.39, 0.46, -4.04], [-1.06, -1.79, 4.99], [-1.00, -1.22, 3.95], [-1.13, 0.12, 3.81], [-0.76, 0.45, 2.46], [-1.00, -0.85, 1.73], [-0.79, -1.82, 2.76], [-1.37, 1.27, 2.08], [0.29, 0.75, 2.44], [-2.02, -0.94, 1.36], [-0.31, -1.00, 0.90], [1.82, 3.87, -6.15], [2.88, 3.63, -6.63], [3.71, 4.55, -7.17], [4.97, 3.93, -7.43], [4.60, 2.47, -7.53], [3.44, 2.39, -6.70], [5.42, 4.32, -8.34], [5.64, 4.13, -6.59], [4.32, 2.18, -8.55], [5.37, 1.80, -7.17], [-1.88, -8.24, 6.22], [-1.91, -7.06, 6.29], [-1.51, -6.34, 7.37], [-1.47, -4.95, 6.99], [-2.43, -4.91, 5.83], [-2.33, -6.24, 5.30], [-1.77, -4.32, 7.82], [-0.45, -4.70, 6.70], [-3.46, -4.73, 6.15], [-2.15, -4.17, 5.08], [2.77, 0.52, 2.81], [2.95, 0.15, 3.92], [2.34, -0.93, 4.48], [2.96, -1.19, 5.74], [3.55, 0.16, 6.10], [3.78, 0.74, 4.81], [2.23, -1.55, 6.46], [3.73, -1.96, 5.60], [2.84, 0.78, 6.65], [4.48, 0.08, 6.66]], "lumo_energy_ev": 0.4, "de_lowest_ev": 0.160, "homo_lumo_gap_ev": 10.48, "smiles": "C#CB(OC[C@H](C)O)[C@@H](Br)[C@@H](C)Br.O=C1OCCO1.O=C1OCCO1.O=C1OCCO1.O=C1OCCO1"}

***

[6]
{"formula": "C40H36CoN6O3", "method": "wB97M-V/def2-TZVPD", "symbols": ["Co", "C", "O", "C", "C", "C", "C", "C", "C", "N", "N", "C", "O", "C", "C", "C", "C", "C", "C", "C", "O", "H", "H", "H", "H", "H", "H", "H", "H", "H", "H", "H", "H", "C", "C", "C", "C", "C", "C", "N", "C", "C", "C", "C", "C", "N", "C", "C", "C", "C", "C", "C", "N", "H", "H", "H", "H", "H", "H", "H", "H", "H", "H", "H", "H", "H", "H", "H", "C", "C", "C", "C", "C", "C", "C", "C", "N", "H", "H", "H", "H", "H", "H", "H", "H", "H"], "coordinates": [[-0.63, 0.27, -0.46], [-4.74, -0.01, -2.32], [-5.40, -0.37, -1.17], [-4.94, 0.15, 0.01], [-5.88, 0.30, 1.00], [-5.53, 0.72, 2.26], [-4.19, 0.95, 2.51], [-3.22, 0.75, 1.55], [-1.85, 1.01, 1.96], [-0.75, 0.61, 1.35], [1.58, 0.50, 1.98], [2.48, 0.55, 0.99], [2.08, 0.70, -0.17], [3.97, 0.36, 1.16], [4.60, 0.33, -0.06], [5.98, 0.26, -0.20], [6.76, 0.22, 0.96], [6.13, 0.26, 2.20], [4.70, 0.32, 2.29], [-3.58, 0.35, 0.19], [-2.75, 0.05, -0.71], [-5.28, -0.57, -3.18], [-3.68, -0.25, -2.34], [-4.78, 1.17, -2.53], [-6.95, 0.07, 0.74], [-6.30, 0.84, 3.06], [-3.85, 1.26, 3.54], [-1.72, 1.66, 2.87], [3.91, 0.38, -0.94], [6.46, 0.24, -1.21], [7.87, 0.16, 0.88], [6.75, 0.24, 3.12], [4.20, 0.38, 3.25], [2.26, -1.07, 3.72], [2.02, 0.30, 3.24], [2.10, 1.44, 3.91], [1.84, 2.69, 3.38], [1.19, 3.13, 2.20], [0.42, 2.49, 1.31], [0.31, 1.23, 1.78], [-0.01, 2.96, 0.00], [0.27, 4.27, -0.10], [0.07, 4.85, -1.34], [-0.37, 3.92, -2.29], [-0.63, 2.63, -2.13], [-0.42, 2.10, -0.84], [-1.13, 1.68, -3.22], [-1.52, 1.84, -4.51], [-1.68, 0.65, -5.24], [-1.33, -0.51, -4.51], [-0.91, -0.57, -3.22], [-0.66, -1.88, -2.90], [-0.75, 0.39, -2.46], [3.25, -1.51, 3.31], [1.41, -1.75, 3.35], [2.30, -1.08, 4.85], [2.52, 1.41, 4.95], [2.33, 3.51, 3.96], [1.39, 4.20, 1.98], [0.67, 4.81, 0.81], [0.26, 5.97, -1.59], [-0.55, 4.32, -3.34], [-1.76, 2.89, -4.97], [-2.10, 0.59, -6.36], [-1.43, -1.54, -5.05], [-0.27, -2.49, -3.83], [-1.75, -2.31, -2.47], [0.10, -1.96, -1.83], [-2.30, -2.73, -0.60], [-1.21, -3.45, -0.39], [-1.05, -4.80, -0.36], [0.21, -5.40, -0.16], [1.36, -4.60, 0.05], [1.25, -3.24, 0.04], [2.33, -2.40, 0.25], [-0.07, -2.65, -0.20], [-0.19, -1.46, -0.31], [-3.24, -3.37, -0.81], [-2.03, -2.00, -1.51], [-2.48, -1.97, 0.28], [-1.96, -5.46, -0.51], [0.30, -6.51, -0.13], [2.37, -5.07, 0.21], [3.30, -2.80, -0.22], [2.48, -2.20, 1.39], [2.02, -1.36, -0.14]], "lumo_energy_ev": [4.4, 4.4], "s_squared": 0.773, "spin_multiplicity": 2, "charge": -2, "homo_lumo_gap_ev": [3.79, 3.72]}

***

[7]
{"formula": "C59H51NNaOP3Si", "method": "wB97M-V/def2-TZVPD", "symbols": ["Na", "C", "C", "C", "C", "C", "C", "P", "C", "C", "C", "C", "C", "C", "C", "C", "C", "C", "C", "C", "Si", "C", "C", "C", "C", "C", "C", "P", "C", "C", "C", "C", "C", "C", "C", "C", "C", "C", "C", "C", "C", "C", "C", "C", "C", "C", "P", "C", "C", "C", "C", "C", "C", "C", "C", "C", "C", "C", "C", "H", "H", "H", "H", "H", "H", "H", "H", "H", "H", "H", "H", "H", "H", "H", "H", "H", "H", "H", "H", "H", "H", "H", "H", "H", "H", "H", "H", "H", "H", "H", "H", "H", "H", "H", "H", "H", "H", "H", "H", "H", "H", "O", "C", "C", "C", "C", "C", "N", "H", "H", "H", "H", "H", "H", "H", "H", "H"], "coordinates": [[0.46, -0.59, 0.71], [-3.40, 2.60, 4.75], [-4.25, 1.58, 4.34], [-3.99, 0.88, 3.16], [-2.89, 1.18, 2.35], [-2.05, 2.20, 2.80], [-2.30, 2.91, 3.97], [-2.14, 0.01, 0.88], [-3.09, -1.42, 1.59], [-2.48, -2.09, 2.65], [-3.00, -3.28, 3.14], [-4.14, -3.83, 2.57], [-4.75, -3.17, 1.52], [-4.23, -1.98, 1.02], [-2.98, 0.80, -0.55], [-4.26, 1.34, -0.40], [-4.94, 1.90, -1.47], [-4.36, 1.90, -2.74], [-3.10, 1.35, -2.91], [-2.38, 0.82, -1.85], [-0.77, -0.15, -1.93], [-0.50, -1.53, -3.20], [-1.20, -1.69, -4.39], [-1.14, -2.87, -5.11], [-0.42, -3.94, -4.62], [0.28, -3.81, -3.42], [0.29, -2.61, -2.72], [1.26, -2.41, -1.16], [3.00, -2.88, -1.53], [3.93, -2.59, -0.52], [5.27, -2.89, -0.67], [5.72, -3.47, -1.85], [4.82, -3.72, -2.88], [3.47, -3.43, -2.72], [0.87, -4.15, -0.39], [-0.46, -4.58, -0.28], [-0.82, -5.65, 0.54], [0.14, -6.34, 1.26], [1.47, -5.94, 1.16], [1.82, -4.86, 0.36], [0.93, 0.55, -1.53], [1.98, -0.20, -2.17], [3.31, 0.26, -1.86], [3.58, 0.96, -0.74], [2.51, 1.24, 0.28], [1.21, 1.43, -0.52], [-0.18, 2.52, -0.22], [-0.16, 3.49, -1.82], [-1.32, 4.13, -2.22], [-1.34, 4.93, -3.36], [-0.18, 5.11, -4.10], [0.99, 4.47, -3.70], [1.00, 3.67, -2.58], [0.41, 4.04, 0.67], [-0.61, 4.84, 1.19], [-0.33, 6.05, 1.82], [0.98, 6.47, 1.96], [2.00, 5.70, 1.42], [1.72, 4.51, 0.77], [-3.59, 3.13, 5.67], [-5.11, 1.31, 4.94], [-4.66, 0.08, 2.88], [-1.17, 2.43, 2.22], [-1.61, 3.69, 4.28], [-1.60, -1.65, 3.10], [-2.50, -3.79, 3.96], [-4.53, -4.77, 2.94], [-5.64, -3.60, 1.06], [-4.71, -1.49, 0.18], [-4.72, 1.33, 0.58], [-5.92, 2.33, -1.33], [-4.89, 2.33, -3.58], [-2.66, 1.35, -3.90], [-1.82, -0.87, -4.75], [-1.68, -2.96, -6.05], [-0.40, -4.88, -5.16], [0.81, -4.67, -3.02], [3.57, -2.10, 0.38], [5.97, -2.66, 0.12], [6.77, -3.72, -1.98], [5.17, -4.15, -3.81], [2.79, -3.63, -3.53], [-1.23, -4.07, -0.84], [-1.87, -5.93, 0.62], [-0.14, -7.17, 1.90], [2.23, -6.47, 1.72], [2.86, -4.57, 0.32], [1.81, -0.42, -3.22], [4.12, 0.00, -2.54], [4.60, 1.27, -0.51], [2.77, 2.16, 0.81], [-2.23, 3.99, -1.64], [-2.26, 5.41, -3.67], [-0.19, 5.73, -4.99], [1.90, 4.61, -4.28], [1.91, 3.15, -2.28], [-1.64, 4.51, 1.09], [-1.14, 6.65, 2.22], [1.21, 7.40, 2.47], [3.03, 6.03, 1.51], [2.53, 3.94, 0.33], [-2.21, -2.34, -0.94], [-1.73, -1.27, -0.64], [1.76, 1.52, 3.25], [2.65, 0.43, 2.60], [2.44, -0.87, 3.39], [4.14, 0.83, 2.77], [2.30, 0.15, 1.23], [1.98, 1.64, 4.32], [0.71, 1.23, 3.14], [1.90, 2.48, 2.76], [2.72, -0.74, 4.44], [3.06, -1.66, 2.95], [1.39, -1.18, 3.32], [4.43, 0.88, 3.83], [4.33, 1.80, 2.31], [4.76, 0.09, 2.27]], "lumo_energy_ev": 3.7, "de_lowest_ev": 1.633, "charge": -2, "homo_lumo_gap_ev": 4.45}